(1)
Computed, not measured: 2 unconnected molecules or ions with the total composition C3H10N3S at a distorted geometry, with ωB97M-V/def2-TZVPD.

Computed properties:
**Strongest force on any atom**: 5.24 eV/Å
**Orbital gap (spin up / spin down)**: 7.21 / 7.20 eV
**Total charge**: +1
**LUMO (spin up / spin down)**: -0.18487 / -0.18496 Eh

```
17
C3H10N3S (ωB97M-V/def2-TZVPD)
H 0.9089 -2.8521 1.4835
N -1.2045 -1.3939 -0.1379
C -0.0970 0.8315 -0.0070
H 0.8388 3.7930 -0.9191
H -0.3720 -3.9833 1.6063
C 0.9485 3.0539 -1.6239
C 0.0160 -3.0751 0.9667
H 2.0036 3.0286 -1.6541
S 0.0469 1.4240 -1.4794
H 0.2206 -3.5696 -0.1287
H -0.3974 0.6724 1.9523
H 0.4982 2.1810 1.5592
N -1.0324 -2.0926 0.8928
H 0.5974 3.1636 -2.6365
N 0.0647 1.2932 1.2124
H -0.8886 -1.5706 -1.0811
H -2.1518 -0.9040 -0.0056
```

Mulliken atomic charge list, values in e, 5 entries: 0.295, 0.054, 0.150, 0.367, 0.281

(2)
Computed, not measured: a molecular structure, C4H2O2Pt at a distorted geometry, with ωB97M-V/def2-TZVPD.

Computed properties:
**Strongest force on any atom**: 15.38 eV/Å
**Orbital gap (spin up / spin down)**: 6.66 / 6.78 eV
**Total charge**: +1
**LUMO (spin up / spin down)**: -0.20438 / -0.27337 Eh
**Multiplicity**: 4

```
9
C4H2O2Pt (ωB97M-V/def2-TZVPD)
C -1.1229 -0.5955 -0.3516
C 0.0504 -0.7202 0.0216
C 1.3447 -0.5826 0.5739
Pt 3.8600 0.2094 0.1349
O 2.2769 -0.0517 -0.0359
O -2.9793 0.8559 -0.1052
H 1.4450 -0.8740 1.6350
H -2.7555 -1.2492 -0.5405
C -2.4647 -0.2090 0.0225
```

Mulliken atomic charge list, values in e, 5 entries: -0.051, 0.086, -0.123, 0.666, -0.229

(3)
Computed, not measured: a molecular structure, CH3Br2N at a distorted geometry, with ωB97M-V/def2-TZVPD.

Computed properties:
**Strongest force on any atom**: 4.52 eV/Å
**Orbital gap**: 8.59 eV
**LUMO**: -0.02403 Eh

```
7
CH3Br2N (ωB97M-V/def2-TZVPD)
H -0.0207 0.6445 -0.9838
Br -0.7234 3.0844 0.4057
H 0.9967 0.2157 0.5220
C -0.0354 0.1951 0.0816
N -0.6707 1.3887 1.4058
Br -2.2554 0.8019 2.0841
H -0.4945 -0.7665 0.0972
```

Mulliken atomic charge list, values in e, 5 entries: 0.255, -0.019, 0.256, -0.509, -0.307